Here is 9 unconnected molecules or ions with the total composition C81H171N9O9 in a non-equilibrium geometry from the Open Molecules 2025 dataset. Energies are from the ωB97M-V functional and the def2-TZVPD basis.

```
270
Properties=species:S:1:pos:R:3:forces:R:3:lowdin_charge:R:1
C 1.019 0.384 -2.156 0.366 1.486 0.413 0.007
C 0.045 0.856 -1.038 -1.744 0.596 -1.301 -0.352
C -1.309 1.303 -1.729 3.198 0.620 -2.375 -0.192
C -2.452 1.315 -0.940 -3.968 -2.284 3.039 -0.208
C -2.663 -0.131 -0.377 -0.569 1.575 -0.077 -0.116
C -1.509 -0.721 0.426 -1.151 -0.692 -1.311 -0.398
N -0.195 -0.372 -0.213 0.765 1.076 1.933 0.104
O 0.941 -0.765 0.520 -2.619 0.106 -0.518 0.110
C -1.627 -0.117 1.847 1.992 -0.826 0.888 0.014
C -1.708 -2.319 0.295 1.979 0.718 2.023 0.025
C 0.481 2.121 -0.141 0.554 -1.918 -0.268 0.042
H 0.776 0.946 -3.058 0.100 0.110 0.036 0.098
H 0.966 -0.661 -2.463 -0.128 -0.115 0.434 0.088
H 2.021 0.694 -1.858 0.259 -0.417 -0.246 0.068
H -1.305 2.319 -2.122 1.437 0.252 -0.141 0.116
H -1.549 0.741 -2.631 0.469 -0.598 -0.002 0.142
H -3.305 1.554 -1.575 -0.197 -0.011 0.125 0.137
H -2.534 1.995 -0.092 0.530 0.307 -0.064 0.126
H -2.972 -0.841 -1.144 -0.142 0.253 -0.094 0.119
H -3.437 0.021 0.376 -0.409 -0.748 -0.248 0.125
H -2.428 -0.590 2.416 -0.429 0.418 -0.416 0.107
H -0.764 -0.308 2.483 0.416 -0.739 -0.166 0.075
H -1.551 0.969 1.905 -1.042 0.099 -0.605 0.091
H -0.977 -2.590 1.057 -0.176 -0.928 0.173 0.044
H -2.674 -2.739 0.574 -0.194 0.780 0.162 0.090
H -1.392 -2.876 -0.587 0.050 0.911 -0.541 0.097
H -0.263 2.410 0.600 -0.142 -0.217 -0.192 0.085
H 0.670 2.973 -0.794 0.047 -0.268 -0.190 0.098
H 1.385 1.811 0.384 0.126 0.402 0.075 0.075
H 1.576 -1.092 -0.121 0.609 0.045 -0.587 0.132
C 2.750 3.044 5.964 0.949 -1.926 -0.817 0.004
C 2.872 1.446 5.745 0.422 0.977 -0.246 -0.474
C 2.305 1.086 4.339 0.946 0.601 -0.698 -0.110
C 3.377 1.256 3.196 -1.378 0.766 1.956 -0.188
C 4.616 0.488 3.496 0.533 0.549 -0.551 -0.150
C 5.336 0.994 4.800 -0.479 -0.254 1.549 -0.397
N 4.232 0.843 5.907 -0.237 -0.484 -1.805 -0.092
O 4.714 1.128 7.193 0.727 0.982 0.044 -0.034
C 6.461 -0.013 5.181 -1.264 0.464 -1.145 -0.035
C 6.020 2.411 4.771 -0.216 -0.043 0.044 -0.022
C 1.977 0.815 6.797 -0.109 -0.550 0.114 -0.058
H 3.572 3.393 6.589 -0.364 -0.025 0.380 0.079
H 1.751 3.189 6.375 0.252 0.553 -0.018 0.078
H 2.890 3.520 4.994 -0.332 0.202 0.071 0.033
H 1.871 0.088 4.276 0.031 -0.098 0.301 0.087
H 1.530 1.838 4.189 -0.378 -0.208 -0.206 0.107
H 3.641 2.313 3.251 -0.007 0.241 -0.540 0.082
H 3.011 1.012 2.199 -0.310 0.074 0.045 0.092
H 5.151 0.609 2.554 1.227 0.320 0.356 0.118
H 4.388 -0.575 3.418 0.109 -0.288 1.068 0.104
H 6.790 0.160 6.206 0.090 -0.320 -0.236 0.083
H 6.033 -0.989 4.953 0.213 -0.300 0.783 0.074
H 7.241 0.112 4.430 0.375 0.141 0.323 0.081
H 6.910 2.411 4.140 -0.286 -0.121 -0.557 0.078
H 5.406 3.285 4.553 -0.361 -0.282 -0.534 0.047
H 6.467 2.723 5.715 -0.281 -0.712 0.566 0.082
H 2.209 1.136 7.813 0.100 0.093 -0.040 0.087
H 2.079 -0.268 6.736 -0.004 -0.103 0.144 0.066
H 0.928 1.054 6.626 -0.028 0.111 -0.130 0.090
H 4.357 0.459 7.781 0.011 -0.367 -0.204 0.098
C -9.807 -4.440 -0.121 0.368 -0.178 0.264 -0.039
C -9.425 -3.105 -0.800 -1.742 0.761 -0.480 -0.419
C -9.170 -1.942 0.228 -0.999 0.103 -2.088 -0.179
C -7.932 -2.136 0.951 1.595 -0.823 0.468 -0.210
C -6.773 -2.181 -0.064 -0.184 0.955 -0.343 -0.149
C -6.853 -3.165 -1.234 1.241 -0.896 0.249 -0.430
N -8.242 -3.234 -1.728 -0.372 1.677 1.250 -0.122
O -8.466 -4.052 -2.838 0.248 -0.058 0.505 0.001
C -5.965 -2.639 -2.467 -1.840 -0.888 -0.165 -0.021
C -6.239 -4.515 -0.556 -1.383 1.159 -0.625 -0.014
C -10.740 -2.681 -1.654 2.311 -0.319 0.494 -0.018
H -10.337 -5.100 -0.807 0.339 -0.100 -0.281 0.079
H -10.491 -4.394 0.726 -0.101 0.694 0.049 0.086
H -8.929 -4.942 0.287 0.121 -0.202 -0.191 0.063
H -9.028 -1.006 -0.313 -0.591 0.116 -0.472 0.121
H -9.986 -1.803 0.937 -0.341 -0.275 -0.310 0.130
H -8.164 -3.044 1.509 1.114 -0.144 0.615 0.100
H -7.769 -1.263 1.583 0.154 -0.340 0.505 0.122
H -5.770 -2.275 0.352 -0.082 -0.179 0.427 0.102
H -6.781 -1.175 -0.483 -0.015 0.284 -0.208 0.110
H -4.881 -2.543 -2.403 -0.148 0.142 0.621 0.061
H -6.162 -3.256 -3.343 0.265 -0.851 0.245 0.063
H -6.480 -1.775 -2.887 0.378 0.779 0.694 0.078
H -5.179 -4.411 -0.321 0.238 -0.205 -0.913 0.063
H -6.631 -4.622 0.456 -0.579 -0.031 -0.045 0.044
H -6.560 -5.374 -1.145 0.701 -0.275 0.071 0.071
H -11.594 -2.562 -0.989 0.009 -0.381 -0.081 0.080
H -10.828 -3.459 -2.412 -0.591 0.169 0.060 0.066
H -10.562 -1.725 -2.147 0.070 -0.020 -0.047 0.075
H -8.354 -4.941 -2.494 -0.100 -0.664 -0.181 0.089
C 4.103 4.688 0.801 -0.841 -0.100 1.579 -0.030
C 3.515 5.922 1.599 1.353 0.231 -0.613 -0.395
C 4.503 7.102 1.208 -0.797 0.502 0.091 -0.148
C 3.870 8.429 1.407 0.277 1.495 0.651 -0.254
C 2.566 8.685 0.706 -0.659 -1.887 1.720 -0.104
C 1.468 7.582 1.180 -0.256 0.324 -1.009 -0.422
N 2.099 6.205 1.134 2.495 2.410 -0.785 -0.116
O 1.249 5.141 1.377 -0.472 -0.375 0.183 -0.021
C 0.819 7.908 2.533 1.790 -0.454 0.549 -0.039
C 0.323 7.772 0.122 0.672 -0.740 0.202 -0.051
C 3.610 5.701 3.179 -0.556 -0.606 -1.721 -0.010
H 3.809 3.838 1.418 0.031 -0.574 -0.364 0.047
H 5.193 4.691 0.782 -0.017 0.255 0.126 0.080
H 3.754 4.540 -0.221 -0.241 0.381 0.037 0.070
H 5.396 7.149 1.832 0.045 -0.850 0.135 0.123
H 4.863 7.168 0.181 -0.202 -1.088 -0.316 0.119
H 4.499 9.270 1.117 0.654 -0.226 -0.386 0.116
H 3.809 8.652 2.472 -0.644 -0.183 0.335 0.109
H 2.659 8.635 -0.379 0.026 0.109 0.069 0.114
H 2.370 9.692 1.073 -1.104 0.008 -0.506 0.122
H 0.397 8.913 2.515 -0.557 -0.385 0.155 0.086
H 0.235 7.066 2.905 -0.899 0.362 -0.508 0.085
H 1.577 7.908 3.316 0.436 0.407 0.016 0.062
H 0.695 7.829 -0.901 0.266 0.537 0.088 0.066
H -0.415 6.978 0.004 -0.106 -0.227 0.876 0.063
H -0.169 8.677 0.478 -0.198 0.050 -0.684 0.083
H 3.458 6.687 3.617 0.033 -0.428 0.531 0.071
H 4.472 5.148 3.553 0.861 0.806 -0.431 0.063
H 2.887 4.938 3.466 -0.938 0.632 -0.031 0.049
H 1.249 4.752 0.500 -0.387 -0.386 0.024 0.071
C 1.100 -7.552 4.937 -0.202 1.023 0.827 -0.031
C 1.167 -6.370 3.898 -1.828 -0.037 0.552 -0.475
C -0.292 -6.002 3.458 0.085 -0.260 -1.658 -0.131
C -0.303 -4.687 2.630 -0.604 -0.118 2.548 -0.166
C 0.146 -3.596 3.672 0.682 -0.695 -2.755 -0.130
C 1.586 -3.788 4.062 1.900 -0.778 -0.192 -0.438
N 1.735 -5.169 4.587 -1.171 -0.181 0.112 -0.117
O 3.081 -5.449 4.910 -0.087 0.217 0.237 -0.021
C 2.615 -3.552 2.809 -0.853 1.429 1.114 -0.002
C 1.917 -2.801 5.262 0.393 -1.224 0.207 -0.022
C 2.008 -6.844 2.747 0.432 -1.279 -0.187 -0.044
H 0.727 -7.251 5.916 0.409 1.077 0.257 0.077
H 2.102 -7.940 5.121 -0.200 -0.455 -0.238 0.078
H 0.317 -8.305 4.848 0.432 -0.432 -1.429 0.083
H -0.726 -6.704 2.747 0.643 -0.878 -0.006 0.113
H -1.036 -6.091 4.250 0.282 0.824 0.497 0.111
H -1.305 -4.446 2.275 -0.307 -0.150 0.215 0.074
H 0.253 -4.839 1.705 0.585 0.388 0.306 0.098
H -0.485 -3.667 4.558 -0.180 0.452 -0.212 0.116
H 0.178 -2.665 3.106 -0.618 0.694 0.620 0.095
H 3.626 -3.954 2.883 -0.293 -0.370 0.567 0.078
H 2.277 -3.742 1.790 -0.543 -0.490 0.205 0.054
H 2.747 -2.470 2.837 0.215 0.335 -0.145 0.045
H 1.487 -1.803 5.345 0.087 0.109 -1.216 0.047
H 1.532 -3.209 6.197 -0.138 -0.662 -0.074 0.082
H 2.996 -2.781 5.418 0.043 0.367 -0.151 0.079
H 2.966 -7.143 3.173 0.532 0.874 -0.376 0.084
H 2.045 -6.214 1.858 0.316 0.168 0.288 0.076
H 1.708 -7.841 2.423 -0.761 0.033 -0.188 0.090
H 2.946 -5.689 5.829 0.626 -0.051 0.274 0.106
C 0.398 -3.009 -5.640 -0.824 0.691 -0.037 -0.033
C 1.946 -3.259 -5.419 -0.471 1.507 0.164 -0.409
C 2.167 -3.761 -3.972 1.729 -0.461 -1.053 -0.156
C 1.653 -5.188 -3.785 0.140 -0.008 -0.583 -0.174
C 2.367 -6.174 -4.780 -0.845 1.242 0.820 -0.126
C 2.335 -5.714 -6.277 1.516 -0.978 1.447 -0.462
N 2.612 -4.220 -6.339 -0.131 -1.719 2.781 -0.133
O 2.423 -3.768 -7.602 0.226 0.450 -2.127 -0.020
C 3.493 -6.585 -6.916 -0.102 1.404 -1.549 -0.042
C 1.008 -6.119 -6.875 0.403 0.557 -0.154 -0.034
C 2.731 -1.837 -5.673 -0.437 -1.328 0.701 -0.016
H 0.125 -1.954 -5.641 0.734 0.515 -0.530 0.062
H -0.327 -3.251 -4.863 0.655 -1.033 0.821 0.062
H -0.139 -3.404 -6.503 0.825 -0.201 -0.466 0.074
H 3.254 -3.835 -3.943 0.470 -0.325 0.060 0.113
H 2.066 -3.033 -3.167 -1.172 0.157 -0.109 0.095
H 0.586 -5.282 -3.984 -0.210 0.330 0.064 0.090
H 1.789 -5.519 -2.756 0.158 -0.111 0.009 0.104
H 1.772 -7.081 -4.676 0.371 -0.354 -0.326 0.115
H 3.377 -6.365 -4.418 0.068 0.054 -0.190 0.111
H 4.509 -6.306 -6.636 -0.145 -0.243 0.945 0.079
H 3.309 -7.659 -6.941 -0.074 0.027 0.990 0.084
H 3.603 -6.437 -7.991 -0.587 0.531 -0.461 0.069
H 1.032 -7.159 -7.200 -0.175 0.003 0.242 0.089
H 0.290 -5.948 -6.073 -0.637 -0.063 -0.610 0.077
H 0.887 -5.495 -7.760 -0.633 -0.050 0.061 0.084
H 2.614 -1.136 -4.847 -0.712 0.001 0.153 0.043
H 2.452 -1.331 -6.598 -0.168 -0.265 0.079 0.077
H 3.814 -1.957 -5.659 0.077 -0.551 -0.318 0.068
H 3.341 -3.647 -7.855 -0.059 0.305 -0.775 0.118
C 6.789 2.676 -7.011 0.361 -0.690 0.144 -0.032
C 6.892 1.602 -5.823 -2.556 2.547 -0.533 -0.474
C 8.047 2.064 -4.904 -1.700 -1.780 -0.134 -0.119
C 7.947 1.395 -3.495 0.131 1.751 -0.217 -0.151
C 6.646 1.908 -2.831 0.814 0.810 -1.300 -0.156
C 5.422 1.425 -3.649 -0.333 0.557 0.425 -0.452
N 5.544 1.756 -5.112 3.050 0.919 2.118 -0.131
O 4.439 1.544 -5.910 -0.408 -0.962 -0.023 -0.014
C 5.289 -0.081 -3.273 -1.743 -0.008 -1.208 -0.024
C 4.231 2.289 -3.127 -0.506 -1.575 0.309 -0.040
C 7.100 0.219 -6.326 0.577 -0.753 -0.490 -0.045
H 6.368 3.625 -6.678 -0.445 -0.267 0.265 0.077
H 6.253 2.288 -7.876 -0.401 -0.017 0.221 0.074
H 7.731 3.010 -7.446 0.580 -0.520 0.313 0.074
H 8.924 1.800 -5.497 0.374 0.109 0.461 0.120
H 7.978 3.143 -4.770 0.151 -0.023 0.019 0.120
H 8.857 1.803 -3.054 -0.140 -0.326 0.888 0.105
H 7.936 0.312 -3.373 0.350 -0.050 -0.706 0.104
H 6.575 2.996 -2.827 0.527 0.246 -0.240 0.107
H 6.625 1.663 -1.770 -0.463 -0.547 -0.106 0.116
H 5.737 -0.729 -4.025 0.667 0.068 0.370 0.071
H 5.524 -0.344 -2.241 0.458 0.176 -0.155 0.085
H 4.247 -0.375 -3.403 -0.428 0.037 0.106 0.045
H 3.957 1.865 -2.161 0.083 0.161 0.452 0.058
H 4.374 3.360 -2.988 0.468 -0.121 -0.318 0.082
H 3.328 2.118 -3.714 0.045 0.100 -0.358 0.063
H 7.894 0.342 -7.063 0.386 -0.726 0.084 0.092
H 6.293 -0.311 -6.831 -0.457 0.693 -0.085 0.085
H 7.356 -0.451 -5.505 0.570 0.020 -0.076 0.073
H 4.056 2.418 -6.022 -0.041 0.177 -0.142 0.102
C -0.629 8.806 -4.680 -0.197 -0.194 -0.873 -0.026
C -1.883 8.421 -3.903 -0.289 0.009 0.837 -0.496
C -3.081 8.902 -4.732 -1.225 -1.364 -2.056 -0.116
C -3.432 7.828 -5.858 0.415 -0.597 2.280 -0.124
C -3.600 6.389 -5.234 1.704 -0.305 -1.765 -0.108
C -2.403 5.894 -4.375 -0.283 -0.563 0.360 -0.516
N -2.034 6.973 -3.504 -0.278 1.421 0.148 -0.092
O -1.024 6.636 -2.550 -0.257 -0.406 -0.722 -0.037
C -2.918 4.688 -3.524 -0.473 0.374 -0.870 -0.039
C -1.271 5.317 -5.256 0.220 -0.123 -0.715 -0.039
C -1.904 9.158 -2.579 0.135 0.577 1.271 -0.051
H 0.325 8.460 -4.282 -0.183 -0.117 0.055 0.090
H -0.602 9.884 -4.838 0.102 0.144 0.532 0.089
H -0.797 8.461 -5.700 0.589 -0.416 -0.101 0.065
H -3.972 9.147 -4.155 0.117 -0.225 0.294 0.115
H -2.845 9.782 -5.330 0.335 0.327 0.507 0.113
H -2.536 7.776 -6.477 0.004 -0.152 -0.148 0.085
H -4.244 8.031 -6.556 -0.178 0.397 0.441 0.107
H -3.379 5.790 -6.118 -0.810 -0.440 -0.267 0.100
H -4.525 5.978 -4.831 -0.265 1.018 0.118 0.111
H -3.648 4.930 -2.751 0.679 0.564 0.649 0.087
H -3.605 4.117 -4.148 0.542 -0.515 -0.560 0.078
H -2.061 4.085 -3.222 -0.319 -0.091 0.399 0.052
H -1.564 4.472 -5.878 -0.751 -0.191 0.166 0.080
H -0.917 6.007 -6.022 0.244 0.423 0.341 0.076
H -0.430 4.888 -4.711 0.131 0.581 0.393 0.074
H -2.709 8.861 -1.906 -0.399 -0.338 -0.332 0.091
H -2.025 10.239 -2.655 0.178 0.066 -0.478 0.093
H -1.017 8.977 -1.974 0.237 0.111 -0.333 0.055
H -1.574 6.543 -1.768 0.219 -0.013 0.352 0.081
C -5.721 -2.486 6.208 -1.302 0.713 -0.112 -0.045
C -4.565 -3.417 6.074 0.726 -0.917 0.102 -0.503
C -4.702 -4.509 7.156 -0.184 -0.511 0.871 -0.165
C -5.793 -5.507 6.934 0.278 0.259 -3.170 -0.158
C -5.524 -6.127 5.486 -0.534 -1.238 3.519 -0.145
C -5.327 -5.165 4.361 0.083 -0.067 -1.605 -0.464
N -4.441 -4.042 4.729 0.913 -0.690 2.115 -0.113
O -4.261 -3.038 3.746 -0.895 -0.178 -0.155 -0.023
C -4.496 -5.961 3.268 -0.493 0.939 -0.226 -0.002
C -6.733 -4.648 3.895 1.035 -1.000 -0.449 -0.008
C -3.265 -2.654 6.385 0.328 0.505 -0.366 -0.025
H -6.697 -2.970 6.205 0.067 -0.338 0.302 0.075
H -5.841 -1.794 5.374 0.580 0.303 0.053 0.087
H -5.602 -1.955 7.152 -0.225 0.271 -0.097 0.097
H -3.777 -5.064 7.314 0.315 0.253 -0.087 0.125
H -5.023 -4.088 8.109 0.785 0.838 0.127 0.123
H -6.705 -4.923 6.810 -0.404 -0.310 0.421 0.089
H -5.906 -6.252 7.722 0.096 0.031 -0.187 0.119
H -6.389 -6.788 5.426 -0.261 0.128 -1.230 0.120
H -4.724 -6.864 5.566 0.515 0.339 0.077 0.109
H -3.461 -5.624 3.318 -0.003 0.288 -0.136 0.055
H -4.386 -7.040 3.377 -0.762 -0.034 0.208 0.079
H -4.928 -5.720 2.296 0.294 -0.213 -0.258 0.061
H -7.129 -5.236 3.068 0.214 -0.144 -0.234 0.071
H -7.435 -4.873 4.698 -0.126 1.011 0.062 0.076
H -6.583 -3.634 3.526 -0.668 0.142 0.412 0.070
H -2.904 -2.724 7.411 -0.492 -0.154 0.200 0.085
H -3.420 -1.594 6.181 0.198 0.090 -0.111 0.078
H -2.420 -2.996 5.788 -0.142 -0.115 -0.228 0.062
H -3.412 -3.243 3.350 0.197 -0.179 0.060 0.073
```
Forces are in eV/Å.

Summary:
Relative energy (zero: lowest compared OMol25 entry of this formula, charge and spin) ... 461.33 kJ/mol
Charge ... +1
Total energy ... -4357.783704 Eh
Expectation value of S² ... 0.754
Gap between HOMO and LUMO (alpha / beta) ... 7.37 / 3.54 eV
Lowest unoccupied orbital energy (alpha / beta) ... -2.366 / -6.192 eV
Multiplicity ... 2